{"formula": "C8H9NS", "method": "the ωB97M-V functional and the def2-TZVPD basis", "elements": ["H", "C", "H", "C", "H", "C", "H", "C", "C", "H", "C", "H", "S", "N", "C", "H", "H", "H", "C"], "xyz": [[2.0141, -0.4871, -2.0452], [2.2796, -0.9549, -1.0780], [-3.3676, -0.8970, -0.5706], [0.0081, 0.0066, 0.6507], [1.5798, -0.2689, 2.1502], [-0.6083, 2.2888, -0.4572], [-1.2317, 3.2346, -0.1796], [-2.4079, -0.5893, -0.3162], [-0.7368, 1.0583, 0.0862], [1.2259, -1.3073, -0.8935], [-0.4675, -1.2672, 0.5922], [3.0729, -1.5636, -1.0580], [2.7029, 0.4272, 0.0733], [-1.6156, -1.5883, 0.1215], [1.2422, 0.4209, 1.2810], [1.1533, 1.4910, 1.4592], [0.0984, -2.1583, 1.0773], [-2.8118, 1.3768, -0.6481], [-2.1300, 0.7776, -0.2452]], "nbo_charge": [0.227, -0.734, 0.194, -0.137, 0.239, -0.006, 0.189, 0.048, -0.148, 0.239, 0.068, 0.215, 0.129, -0.444, -0.499, 0.233, 0.203, 0.222, -0.239], "total_energy_ha": -762.96170, "relative_energy_kj_mol": 425.7, "lumo_ev": [-1.15, -1.05], "largest_force_ev_per_a": 5.9, "homo_lumo_gap_ev": [7.1, 7.1]}